DFT (ωB97M-V/def2-TZVPD) results for a structure of composition C18H19CrNO7PS4 in a non-equilibrium geometry.

Each line ends with the Mulliken spin population.
Atoms and positions in Å:
1 Cr -0.12 0.90 0.60  3.903
2 C 5.16 4.54 1.22  0.000
3 C 3.71 4.18 0.93  -0.002
4 O 3.51 2.81 1.22  0.003
5 P 2.11 2.06 0.76  0.066
6 S 2.26 0.34 1.74  0.002
7 S 0.61 3.36 1.03  -0.002
8 O 2.33 1.98 -0.86  0.006
9 C 3.29 1.10 -1.42  0.000
10 C 4.30 1.88 -2.24  0.002
11 H 5.28 5.62 1.21  0.000
12 H 5.82 4.11 0.47  0.000
13 H 5.44 4.16 2.19  0.000
14 H 3.45 4.39 -0.12  0.000
15 H 3.03 4.77 1.56  0.001
16 H 2.72 0.39 -2.04  0.002
17 H 3.79 0.54 -0.62  0.003
18 H 3.79 2.45 -3.02  0.000
19 H 5.00 1.19 -2.71  0.001
20 H 4.85 2.57 -1.60  0.000
21 O -8.27 -0.86 -0.43  0.000
22 C -7.33 -0.84 0.59  0.000
23 O -7.67 -1.28 1.68  0.003
24 C -6.04 -0.27 0.26  0.009
25 C -4.95 -0.46 1.14  0.013
26 C -3.71 0.07 0.88  0.029
27 C -3.49 0.84 -0.27  0.029
28 S -1.99 1.64 -0.62  -0.067
29 C -4.56 1.02 -1.16  0.002
30 C -5.80 0.48 -0.91  -0.004
31 H -7.84 -0.59 -1.25  0.000
32 H -5.10 -1.07 2.02  0.001
33 H -2.88 -0.09 1.56  -0.028
34 H -4.39 1.61 -2.04  0.001
35 H -6.60 0.70 -1.61  0.000
36 O 0.82 -0.52 -1.31  0.128
37 C 0.40 -1.39 -0.50  0.180
38 N -0.50 -1.01 0.46  -0.018
39 S -0.75 -2.22 1.53  0.046
40 O -0.22 -1.84 2.83  0.018
41 O -2.13 -2.65 1.57  0.012
42 C 0.24 -3.42 0.69  0.155
43 C 0.46 -4.75 0.93  -0.109
44 C 1.30 -5.45 0.07  0.330
45 C 1.92 -4.79 -1.01  -0.062
46 C 1.69 -3.46 -1.26  0.115
47 C 0.81 -2.75 -0.42  0.161
48 H -0.01 -5.23 1.78  -0.007
49 H 1.50 -6.50 0.23  0.045
50 H 2.60 -5.35 -1.64  -0.001
51 H 2.16 -2.95 -2.09  0.036

Max |F|   2.6 eV Å⁻¹
Multiplicity   6
HOMO level (spin up / spin down)   0.99 / -2.42 eV
Charge   -2
Frontier orbital gap (spin up / spin down)   3.2731 / 6.6701 eV
Energy   -4257.53052 Eh